[1]
48
Properties=species:S:1:pos:R:3:forces:R:3:lowdin_charge:R:1 method="wB97M-V/def2-TZVPD" e_tot_ha=-2027.56536 fmax_ev_per_a=4.08 spin_multiplicity=1 total_charge=+1
F -1.73275 2.51091 8.41327 0.045 -0.275 0.095 -0.142
H -3.60671 0.05465 4.44495 0.101 0.013 0.018 0.115
H 2.97142 -5.07956 -6.80806 0.022 -0.019 0.055 0.148
C 0.76049 -0.27422 -2.62066 0.707 -0.361 0.363 0.130
Be -5.59915 -1.95523 2.45701 -0.593 -0.520 -0.253 0.366
Al -2.04930 2.35727 6.79617 0.404 0.554 0.086 -0.127
F -3.28939 3.34629 6.29876 -0.156 -0.201 -0.284 -0.153
C 1.43715 0.96357 -2.51300 -0.698 0.746 -0.438 -0.327
Cl -0.21930 1.16105 4.23764 -1.261 -1.639 0.298 0.805
H 0.03544 -2.71943 -1.52227 -0.012 -0.081 0.016 0.108
F -2.36901 0.71304 6.32765 0.225 -0.174 -0.573 -0.197
C -0.95229 1.97725 -0.01274 0.409 0.900 0.445 -0.249
H -0.82950 0.92395 -0.26806 -0.173 -0.092 -0.004 0.096
H -4.24643 -0.46543 2.88671 0.562 0.235 0.421 -0.093
N 2.91328 -4.10382 -6.51998 0.066 0.020 0.548 0.294
H -2.00159 2.27018 -0.03437 -0.193 -0.452 -0.283 0.115
N 3.14697 0.07138 -1.40946 -0.713 -0.014 -0.529 0.092
O 0.88675 2.05200 -3.07549 0.102 -0.234 0.193 -0.010
O -2.02463 -1.36578 2.07222 0.443 -0.038 0.206 0.069
N -1.25515 -0.68781 4.12529 2.537 3.176 0.340 0.060
F -0.61148 2.79257 5.91203 -0.109 0.108 0.158 -0.293
H 3.17495 -1.95677 -1.06754 0.113 -0.007 -0.035 0.153
C -0.34969 2.46117 -2.46014 -0.471 0.770 0.272 -0.155
H 2.93251 -4.05282 -5.46070 0.083 -0.023 0.835 0.083
H -1.11473 1.79941 2.15619 0.029 0.121 -0.357 -0.011
C -2.27396 -0.84835 3.13219 -1.193 0.388 -0.758 -0.640
C -0.20652 2.89070 -0.99800 -0.492 -0.131 -0.001 -0.177
N 0.89514 -2.68607 -2.06590 -0.750 0.081 0.367 0.085
C 2.62049 -1.12435 -1.47880 0.673 -1.088 0.479 0.052
H 2.04689 -3.69623 -6.86410 -0.009 -0.005 0.003 0.141
H -1.13389 1.70333 -2.54003 0.218 -0.290 -0.156 0.119
H -1.46096 -0.26401 5.05710 -0.642 -1.098 0.638 0.058
H -0.67262 3.87118 -0.90564 0.155 0.149 0.013 0.121
H -0.69427 3.30825 -3.04347 0.206 -0.036 -0.292 0.130
H 4.05080 0.19965 -0.97183 0.038 0.189 -0.035 0.190
N -3.45681 -0.37346 3.53758 0.192 0.307 0.032 0.173
H 0.54847 1.84776 1.51622 0.017 -0.064 0.211 0.059
N 2.58220 1.16624 -1.91690 0.410 -0.194 0.213 0.205
H 0.83342 3.03515 -0.70483 0.146 -0.168 -0.170 0.116
H 3.70801 -3.58828 -6.89515 0.032 -0.011 0.045 0.148
H -0.33021 -1.04484 3.90158 -0.314 -1.064 0.345 0.114
C -0.46134 2.24741 1.41102 0.002 -0.257 -0.576 -0.162
H 2.74800 -4.20115 -2.57205 -0.126 -0.220 -0.199 -0.150
C 1.37635 -1.36827 -2.07315 -0.100 0.447 -0.313 -0.260
H -0.39619 3.31607 1.61371 -0.143 0.075 0.020 0.091
O 3.18367 -3.84614 -3.34986 -0.051 0.607 -1.387 -0.527
H -0.18396 -0.36450 -3.13420 -0.081 0.184 -0.047 0.146
H 0.66945 -2.97391 -3.01093 0.342 -0.313 -0.022 0.090

---

[2]
142
Properties=species:S:1:pos:R:3:forces:R:3:lowdin_charge:R:1 method="wB97M-V/def2-TZVPD" fmax_ev_per_a=2.73 e_above_lowest_ev=2.577 spin_multiplicity=1
H -5.10446 3.91668 1.78560 0.416 0.047 0.225 0.082
H 3.43530 0.43903 4.47790 -0.123 0.581 -0.144 0.088
C 1.08403 1.92202 -3.06262 0.962 0.655 -0.736 -0.007
H -0.94292 0.35592 1.98690 0.005 0.685 0.616 0.043
H 2.22283 0.87928 3.12832 -0.466 0.148 0.956 0.058
H -0.92622 -0.09421 -2.05637 0.104 0.203 -0.023 0.065
H 2.22068 -3.16577 1.19134 0.055 0.376 -0.001 0.088
H -1.86852 2.90830 3.15354 -0.413 0.264 -0.261 0.040
C -2.38868 4.37667 -0.03064 -0.509 -0.512 0.874 0.012
H -1.31341 0.22427 0.42040 -0.054 0.613 -0.708 0.028
C 2.46602 -3.26049 0.13316 0.282 -0.924 0.293 -0.074
H -2.16306 1.06377 -1.53451 0.469 0.744 -0.429 0.069
C 2.02744 -4.62068 -3.08873 -0.256 -0.120 0.675 -0.557
C -7.35043 1.64653 -0.53073 0.238 -0.525 0.586 -0.060
H -4.16919 2.97446 -3.35154 0.255 -0.296 -0.055 0.074
C 5.22501 2.32867 -3.63267 0.373 -0.022 -0.577 -0.526
H 7.03017 -3.03381 0.74498 -0.172 0.118 0.102 0.086
N -3.11574 3.04450 5.44726 -0.788 -1.054 1.219 0.016
C 5.04251 0.37220 2.23232 0.099 -0.259 -0.330 -0.547
C 4.82351 1.29897 -1.46665 -0.793 -1.900 -0.431 -0.060
C 0.79753 0.92460 -4.15446 -1.017 0.277 -0.499 -0.541
H 6.20380 2.22278 2.53452 -0.025 -0.147 -0.103 0.084
H 4.54688 2.15138 3.29279 0.163 0.429 -0.280 0.071
H 3.61716 -0.97171 1.92155 0.159 -0.154 0.110 0.115
H 2.45809 -0.80641 3.83385 -0.636 0.276 -0.053 0.083
H -3.57841 -5.43037 -0.56304 0.579 0.000 0.155 0.078
H -6.88893 1.71358 -1.51492 -0.036 0.063 -0.001 0.072
H 2.94959 -5.73463 -1.55661 0.105 -0.656 -0.376 0.086
C -1.54318 -3.45496 0.24467 0.822 1.541 -0.322 -0.539
H -5.47412 0.21210 -3.63698 -0.357 -0.630 -0.243 0.083
O -2.74552 5.25574 5.22607 -0.195 -0.393 0.030 0.038
C 0.07120 -1.49323 7.13356 -0.584 -0.074 -0.031 -0.087
C 6.29078 -3.08163 -0.04797 -0.524 0.556 -0.483 -0.006
N -2.20191 -3.75870 -0.88444 -0.682 -1.162 0.681 0.031
H -5.48645 3.29742 3.42962 -0.230 -0.052 -0.068 0.081
O -4.79048 -1.84950 -2.20790 0.107 0.219 -0.100 -0.004
N 0.53349 -2.41609 6.12178 0.054 -0.339 -0.257 0.008
N -2.81074 4.20796 -2.41839 -0.302 0.257 -0.327 0.022
O -0.76436 -2.49231 0.27000 0.283 -0.131 -0.151 -0.012
C 1.83659 -0.55878 -5.84687 0.742 -0.328 0.115 -0.071
C -3.21613 3.83954 -1.18278 1.388 -0.319 0.098 -0.511
H -8.22870 2.28959 -0.51371 -0.110 -0.181 0.187 0.086
H 5.97137 4.27664 -4.07066 0.080 0.092 -0.227 0.085
H 0.73707 -1.55329 -3.04898 0.154 -0.095 0.124 0.067
H -0.67354 3.55441 4.15967 0.306 0.431 -0.223 0.091
H 1.39096 -2.93301 6.24129 0.024 0.113 0.238 0.139
C 3.27740 -5.20426 -2.44822 -0.033 0.335 -0.470 0.004
H -1.26059 -0.82225 4.72905 0.304 0.006 0.126 0.049
H 0.02916 -0.48738 6.71250 0.230 0.178 0.386 0.076
H -3.13272 1.12795 6.28414 -0.076 0.047 0.018 0.085
C 0.74604 -2.55735 -3.46918 0.373 -0.409 -0.246 -0.045
H -1.36635 -1.97719 3.43513 -0.514 -0.379 0.120 0.064
H -4.27841 -3.83379 -0.38041 0.005 0.245 -0.308 0.085
C 1.41116 0.18116 0.24569 0.255 0.031 0.593 -0.241
H 0.68829 -2.46524 -4.55353 -0.411 -0.078 0.131 0.072
H -1.91090 -3.35499 -1.75740 0.151 0.453 0.230 0.112
C -1.06422 1.02114 1.12465 0.786 -1.265 -0.147 -0.232
H 5.00102 0.28786 -1.85760 0.757 -0.155 0.483 0.089
O -4.05587 2.96780 -1.00658 -0.072 0.031 -0.086 0.012
O -7.43232 1.97396 2.36280 0.308 0.351 0.312 0.019
C -5.28127 3.03220 2.39772 0.343 -0.311 -0.513 -0.004
H 0.84285 -0.71076 -6.25500 -0.020 0.422 -0.043 0.087
O 0.63888 2.53457 -0.44330 -0.507 0.311 1.129 -0.572
N -2.86740 -0.74816 -2.04253 -0.137 0.338 -1.193 0.044
H -4.50942 -0.91969 -4.72207 -0.307 0.138 -0.069 0.092
H 2.21042 -1.54302 -5.54532 -0.087 0.023 0.114 0.062
H -2.93182 4.17271 0.89569 -0.531 0.782 -0.132 0.055
H 5.79778 1.21679 3.97436 0.438 0.190 -0.031 0.091
H 0.26912 2.51940 -2.66436 -0.406 -0.784 -0.100 0.067
H 1.18140 0.03445 -0.80849 -0.421 0.084 0.123 0.040
H 1.16528 -0.70834 0.82736 -0.276 0.082 0.023 0.042
C -1.79942 -4.19185 1.50878 -0.520 -1.371 -0.278 0.007
H -0.86965 -4.52048 1.96978 0.158 0.854 0.253 0.089
H 6.62971 -3.82807 -0.76793 -0.179 -0.089 -0.015 0.082
C -1.62600 3.82516 3.69085 0.447 -0.753 0.848 0.000
H 2.79179 -2.71658 -2.96689 0.114 -0.220 0.096 0.118
H 0.68343 -1.56120 8.02943 0.365 0.236 -0.273 0.086
H -3.86452 3.27939 6.08309 0.239 0.295 0.118 0.140
H 5.06834 1.34960 -0.41200 0.398 0.158 -0.164 0.070
H 1.68523 1.51177 -2.25225 -0.180 0.073 -0.166 0.037
H 1.70586 2.67294 -3.56407 0.320 -0.036 0.171 0.095
N 3.85012 -2.94855 -0.14620 0.194 0.991 -0.284 -0.003
C -6.41947 2.30789 1.74872 -2.563 -0.939 -0.105 -0.557
C -3.51732 -4.39879 -0.91458 0.271 -0.395 -0.764 -0.075
H -7.58016 0.59447 -0.35355 -0.538 0.100 -0.119 0.086
C -1.26673 -1.89532 4.51413 0.359 0.801 0.235 0.010
H 2.48612 0.34481 0.32823 -0.023 0.154 0.031 0.024
H -3.68955 4.33943 -4.30343 0.251 -0.036 -0.174 0.087
C 2.90453 0.15416 3.57135 0.558 -0.848 -0.700 -0.059
S 0.60870 1.73106 0.82425 -0.060 -0.895 -1.008 0.861
H 5.96904 3.14851 -5.47936 -0.063 0.079 0.050 0.084
C 4.92685 -3.44040 0.50440 0.889 -1.330 0.685 -0.568
H -3.91769 0.66251 -4.09323 0.388 -0.356 -0.268 0.052
H -2.21522 4.99900 -2.59265 0.196 -0.041 0.643 0.138
O 0.62370 -3.24633 4.03705 0.201 -0.144 -0.136 0.035
H 3.99162 -4.47695 -2.06656 -0.119 0.268 -0.307 0.051
O -0.34470 0.69923 -4.55670 0.407 -0.061 -0.302 -0.011
H 6.22445 2.82297 -1.94769 -0.005 -0.088 0.114 0.140
N 5.51899 2.21472 -2.32343 -0.447 0.614 0.131 0.025
H -1.54619 3.72308 0.19614 0.469 0.076 -1.002 0.045
H -0.93131 -1.72186 7.50744 -0.107 -0.170 -0.286 0.082
H 3.73558 1.22097 -1.56722 -0.081 1.348 -0.068 0.061
N 1.87315 0.36797 -4.73634 0.447 -0.307 0.284 0.019
H 6.18892 -2.11852 -0.54987 0.483 0.080 -0.010 0.059
C -2.54387 4.10755 4.86125 0.343 0.664 -1.022 -0.573
H -0.09985 -3.12332 -3.08913 -0.040 0.009 -0.109 0.075
O 4.84928 -4.21150 1.45029 -0.578 0.337 0.003 0.043
H -3.68313 1.23115 4.59667 0.144 -0.405 -0.050 0.078
C -2.94627 1.58879 5.31649 -0.146 0.830 -0.474 -0.064
C 6.14147 3.25579 -4.41398 -0.144 -0.266 0.669 0.007
N 1.96990 -3.27639 -3.10684 -0.368 1.381 -0.129 0.015
C -4.05133 -0.96845 -2.65794 -0.572 -1.077 0.627 -0.535
O 1.07070 -5.29202 -3.43953 0.373 -0.169 0.026 0.047
C 0.03801 -2.56780 4.85845 -0.073 0.174 0.257 -0.555
H 2.31763 -4.32225 -0.07567 -0.390 0.046 -0.115 0.079
H -1.83528 1.77636 1.23265 0.068 -0.012 0.041 0.024
C -3.30477 3.57676 -3.62458 -0.538 0.244 0.145 -0.058
H 2.80238 0.67043 -4.45802 -0.274 0.150 0.113 0.080
C -4.50978 -0.23133 -3.88238 0.712 1.281 0.448 0.015
H 3.78114 -5.78302 -3.22056 -0.042 -0.564 0.416 0.088
H -2.07355 -2.27108 5.14357 -0.183 -0.342 -0.443 0.097
N 3.83300 -0.17426 2.50103 0.323 0.072 0.258 0.007
O 4.34240 1.68144 -4.17987 -0.006 -0.080 0.224 0.025
H -2.29372 -5.15142 1.34203 -0.476 0.248 -0.087 0.076
H 1.82573 -2.65506 -0.49880 -0.121 -0.040 0.161 0.059
H -4.43222 2.34318 2.36578 0.306 0.339 -0.021 0.072
H -1.53945 4.71117 3.07194 0.087 -0.115 -0.045 0.086
H -2.04697 5.40471 -0.11656 -0.073 -0.001 0.010 0.090
N -6.34177 2.06051 0.42249 1.910 0.692 -0.557 -0.005
H -1.83128 0.69446 -3.31812 -0.482 -0.126 0.285 0.050
H -2.42628 -3.54521 2.11980 0.204 -0.209 0.388 0.087
H 2.57365 -0.21821 -6.57564 -0.404 0.115 -0.371 0.087
C 5.45120 1.60909 3.01382 -0.928 -0.897 0.641 0.011
H -2.50108 2.99690 -4.07829 -0.230 -0.140 -0.185 0.081
H -3.69485 -4.43900 -1.98719 -0.839 0.045 0.178 0.087
H 4.05367 -2.45406 -0.99706 -0.057 0.193 0.105 0.107
H -5.43520 2.19788 -0.01220 -0.184 0.360 0.225 0.070
C -1.90187 0.33074 -2.29758 -0.549 -0.812 1.482 -0.054
H -2.80322 -1.27346 -1.18262 0.263 0.058 0.018 0.111
H 7.16163 2.96691 -4.15799 0.113 0.192 -0.213 0.083
H -1.94149 1.29611 5.01970 0.030 0.231 -0.161 0.059
O 5.74283 -0.17185 1.39087 0.446 0.462 -0.261 0.018

---

[3]
21
Properties=species:S:1:pos:R:3:forces:R:3:lowdin_charge:R:1 method="wB97M-V/def2-TZVPD" fmax_ev_per_a=7.07 smiles="C1=C2CCCC(=C[C@H]3O[C@@H]13)O2" e_above_lowest_ev=4.586 spin_multiplicity=1
H 0.29477 -1.60355 2.17712 -0.322 0.452 0.750 0.109
H -2.45868 0.77979 1.30955 -0.383 0.378 -0.660 0.102
H 0.25500 2.09928 1.09138 1.831 -0.016 0.803 0.083
C -0.33200 1.71599 -0.91642 -2.177 0.667 -1.235 -0.134
O 2.09465 -1.81776 0.26880 0.983 -0.040 -0.943 -0.020
C -0.63803 1.93462 0.58583 -2.777 -0.597 -0.484 -0.127
H -1.14034 1.97752 -1.68671 0.564 0.540 1.541 0.144
C 0.78535 -2.28036 0.20372 -0.909 0.206 -2.304 -0.244
H -1.16366 0.73985 2.35932 0.511 -0.187 0.041 0.107
C -0.17292 0.26945 -1.15130 3.228 -1.289 -0.671 -0.219
C -0.08091 -1.51270 1.18424 -1.032 0.809 -3.048 0.057
H 0.50172 -3.34138 0.00888 1.024 0.466 0.587 0.144
O -1.20708 -0.61586 -0.67010 1.422 1.251 -2.432 0.031
H 0.56353 2.31166 -1.15359 -0.281 -0.602 -0.218 0.124
C -1.37810 0.71231 1.29334 -0.004 -0.331 -0.013 -0.086
C 1.48726 -1.59838 -1.04732 -1.974 0.105 1.206 -0.135
H 1.92272 -2.17872 -1.86021 -0.038 -0.537 0.568 0.127
C -0.97586 -0.62688 0.64429 2.059 0.372 4.373 -0.300
C 1.06531 -0.19742 -1.51496 -4.477 -3.974 3.765 0.063
H 1.79123 0.36974 -1.88264 2.721 2.796 -1.390 0.061
H -1.21394 2.86279 0.75680 0.034 -0.470 -0.234 0.114

---

[4]
10
Properties=species:S:1:pos:R:3:forces:R:3:lowdin_charge:R:1 method="wB97M-V/def2-TZVPD" fmax_ev_per_a=5.38 smiles="C=C[C@@H](I)C#N" e_above_lowest_ev=2.739 spin_multiplicity=1
H -0.93743 -0.15450 1.51363 -0.089 -0.261 0.752 0.050
C 0.41161 0.52606 -0.14237 0.318 0.636 -0.273 -0.100
H 2.27523 -0.37873 0.04983 1.313 -1.973 0.633 0.015
I -2.75532 0.97894 0.04151 -0.213 0.116 -0.263 0.910
C -1.07999 -1.50076 -0.06123 -0.637 2.566 1.470 -0.395
C 1.78296 0.46165 -0.27794 -3.862 -0.368 1.510 0.016
H 0.08384 1.42871 -0.56391 -0.877 1.415 -0.179 0.003
C -1.09756 -0.21670 0.46263 4.496 2.400 -0.488 -0.740
H 2.41591 1.32453 -0.41620 -0.475 0.283 -0.769 0.059
N -1.09924 -2.46920 -0.60595 0.026 -4.813 -2.394 0.182